Entry 1:
DFT (the ωB97M-V functional and the def2-TZVPD basis) results for a 2-piece molecular cluster, C3H7N2O overall.

Output
Kohn-Sham gap, eV: 10.70
Net charge: +1
DFT total energy, eV: -8244.9520
Energy relative to the best compared isomer or geometry (same formula, charge and spin), kcal/mol: 27.4
E_LUMO, eV: -3.8887

Cartesian coordinates (Å):
H (1.65535, 0.16760, -1.71676)
H (-2.10952, -2.50204, 0.59454)
H (0.59137, 1.99237, 1.55545)
H (2.37858, 0.41152, 0.79081)
H (-1.62330, 1.47240, 0.48420)
N (1.03677, 0.33844, -0.93582)
H (-0.67655, -3.00152, 0.67076)
H (-0.85880, 0.00368, -1.84589)
O (-1.24007, -2.37339, 0.20823)
C (-0.68738, 1.22912, 0.00915)
C (1.45759, 0.64250, 0.28764)
N (0.42422, 1.27810, 0.85861)
C (-0.34825, 0.34124, -0.96093)

=====

Entry 2:
DFT (the ωB97M-V functional and the def2-TZVPD basis) results for a 2-piece molecular cluster, C3H7N2O overall.

Output
Kohn-Sham gap (alpha / beta), eV: 10.70 / 6.02
Net charge: +1
DFT total energy, eV: -8239.9937
Energy relative to the best compared isomer or geometry (same formula, charge and spin), kcal/mol: 141.7
E_LUMO (alpha / beta), eV: -4.4566 / -6.3546

Cartesian coordinates (Å):
H (1.20581, -1.31462, -0.86181)
N (-0.62580, -0.87991, -0.28308)
C (-0.30633, 0.27345, 0.07831)
C (-1.13546, 1.36646, 0.54522)
H (-1.16539, 1.19314, 1.68813)
H (-0.53203, 2.26439, 0.45825)
O (2.74803, 2.34920, -0.28294)
H (-1.55906, -1.14894, 0.14342)
H (-0.00325, -2.34762, -1.55152)
H (-2.14981, 1.19194, 0.07520)
H (0.57551, -2.50958, 0.22432)
N (2.60871, 1.42908, 0.36175)
C (0.33907, -1.86700, -0.59526)

=====

Entry 3:
DFT (the ωB97M-V functional and the def2-TZVPD basis) results for an isolated ion of composition C3H7N2O and charge +1.

Output
SMILES: N[C@@]12O[C@@H]1[C@H]2[NH3+]
Kohn-Sham gap, eV: 9.62
Net charge: +1
DFT total energy, eV: -8241.2351
Energy relative to the best compared isomer or geometry (same formula, charge and spin), kcal/mol: 113.1
E_LUMO, eV: -3.8858

Cartesian coordinates (Å):
C (-0.23712, -0.79044, -0.34484)
H (1.01385, -1.13464, 1.80491)
H (-0.24705, -1.51557, -1.17324)
N (0.72504, 1.64110, -0.19146)
C (0.81713, -0.87863, 0.73395)
H (1.33397, 2.07150, 0.48379)
H (1.13637, 1.95079, -1.10297)
O (1.90043, -0.78201, -0.10550)
H (-1.41307, 0.77184, -0.26248)
H (-1.91514, -0.55534, 0.94487)
H (-2.34395, -0.76249, -0.63213)
C (0.86682, 0.25648, -0.19680)
N (-1.63728, -0.27259, 0.04190)

=====

Entry 4:
DFT (the ωB97M-V functional and the def2-TZVPD basis) results for a 2-piece molecular cluster, C3H7N2O overall.

Output
Kohn-Sham gap (alpha / beta), eV: 8.72 / 8.72
Net charge: +1
DFT total energy, eV: -8240.3134
Energy relative to the best compared isomer or geometry (same formula, charge and spin), kcal/mol: 134.3
E_LUMO (alpha / beta), eV: -4.5995 / -4.5994

Cartesian coordinates (Å):
H (0.36356, -1.86122, -1.10287)
H (-1.46077, -0.39906, 1.58836)
O (1.33195, -0.00342, 0.26200)
H (-1.69940, 0.67061, -0.44056)
C (-0.66977, -1.12944, 1.27019)
N (-0.70105, 0.44109, -0.65319)
H (-0.00034, -1.09446, 2.16987)
C (0.21416, 1.33989, -1.06273)
C (0.01710, -0.51513, 0.09988)
H (-1.03803, -2.21151, 1.20441)
H (0.03258, 2.13036, -1.73758)
N (1.38706, 1.11516, -0.58505)
H (2.22296, 1.51712, -1.01274)

=====

Entry 5:
DFT (the ωB97M-V functional and the def2-TZVPD basis) results for an isolated ion of composition C3H7N2O and charge +1.

Output
SMILES: NO/C=C\C=[NH2+]
Kohn-Sham gap, eV: 9.87
Net charge: +1
DFT total energy, eV: -8241.8587
Energy relative to the best compared isomer or geometry (same formula, charge and spin), kcal/mol: 98.7
E_LUMO, eV: -4.5851

Cartesian coordinates (Å):
H (0.07919, -1.01038, -2.14093)
H (1.24435, -0.73908, 0.59016)
H (0.22950, -0.47082, 2.07816)
H (0.42906, 1.29074, -1.68590)
H (1.09242, -2.08033, -1.32024)
N (0.47962, -1.37844, -1.23278)
O (-1.06192, 1.01407, 1.34045)
C (-0.55589, 1.56034, 0.22489)
C (0.26134, 0.93106, -0.65803)
H (-0.89652, 2.57130, 0.24782)
C (0.65617, -0.37539, -0.34036)
H (-1.36451, -0.96833, 1.43142)
N (-0.59280, -0.34473, 1.46533)

=====

Entry 6:
DFT (the ωB97M-V functional and the def2-TZVPD basis) results for C3H7N2O as an isolated structure.

Output
Kohn-Sham gap (alpha / beta), eV: 7.16 / 8.12
Net charge: +1
DFT total energy, eV: -8240.7441
Energy relative to the best compared isomer or geometry (same formula, charge and spin), kcal/mol: 124.4
E_LUMO (alpha / beta), eV: -4.8639 / -4.0982

Cartesian coordinates (Å):
H (-0.64774, 3.32317, 2.40846)
N (0.01461, 0.23172, 0.23175)
H (1.37125, -1.90501, -2.10106)
H (-0.12009, 0.01231, -1.92986)
C (-0.60843, 2.49440, 1.70052)
H (-1.08880, 2.61845, 0.69220)
H (0.86452, -2.65514, -0.71912)
C (0.03424, 0.20276, 1.55421)
H (1.99501, -1.43069, -0.54202)
N (1.15914, -1.76204, -1.11564)
O (-0.15753, 1.37021, 2.15022)
H (0.27052, -0.66253, 2.24828)
C (0.13960, -0.16395, -0.89617)

=====

Entry 7:
DFT (the ωB97M-V functional and the def2-TZVPD basis) results for an isolated ion of composition C3H7N2O and charge +1.

Output
SMILES: O=CN1C[NH2+]C1
Kohn-Sham gap, eV: 10.24
Net charge: +1
DFT total energy, eV: -8242.5362
Energy relative to the best compared isomer or geometry (same formula, charge and spin), kcal/mol: 83.1
E_LUMO, eV: -4.2402

Cartesian coordinates (Å):
H (-0.97332, 1.60797, -0.84880)
C (1.86003, 0.45653, 0.03876)
C (-0.01379, -1.11572, -0.28198)
O (2.80170, -0.24001, 0.23065)
H (-1.65472, -0.63265, 1.24082)
H (-0.28653, -1.69260, -1.13172)
H (0.36181, -1.91992, 0.36352)
N (-1.32470, -0.41311, 0.24229)
C (-0.68629, 0.88184, -0.01341)
H (-2.14307, -0.36610, -0.29363)
N (0.62046, 0.17370, -0.37722)
H (1.83758, 1.55153, 0.03234)
H (-0.39914, 1.70855, 0.79837)

=====

Entry 8:
DFT (the ωB97M-V functional and the def2-TZVPD basis) results for an isolated ion of composition C3H7N2O and charge +1.

Output
SMILES: C=[N+]1CN[C@H]1O
Kohn-Sham gap, eV: 9.56
Net charge: +1
DFT total energy, eV: -8242.4573
Energy relative to the best compared isomer or geometry (same formula, charge and spin), kcal/mol: 84.9
E_LUMO, eV: -5.2841

Cartesian coordinates (Å):
C (0.78612, -0.61787, 0.19171)
H (-0.83429, 1.77988, 0.88479)
H (-1.14407, -1.20087, -1.63760)
C (-0.19415, 1.30340, 0.22426)
H (0.22187, 1.93865, -0.61121)
H (0.32275, -2.07657, 1.69131)
O (0.63408, -1.88475, 0.74736)
N (-0.41547, 0.05823, -0.41937)
H (1.50308, -0.76604, -0.80254)
H (1.73267, 1.01841, 1.37246)
N (0.86878, 0.55011, 1.07050)
C (-1.30682, -0.30346, -1.23848)
H (-2.17455, 0.20089, -1.47321)